The following is a DFT calculation (ωB97M-V with the def2-TZVPD basis set) of a cluster of 2 separate species, C4H7ClFNO2S in total.

Properties
- SMILES string: O=CCN(O)C=S.FCCl
- Frontier orbital gap: 0.337 hartree

Cartesian coordinates (Å):
C: 0.03885 0.91427 2.82368
C: -0.23070 -0.62164 -2.02027
C: 0.82638 0.27057 -2.62766
C: -0.25397 -1.33842 0.35132
H: 0.88841 1.39238 3.31026
H: 0.33759 0.01583 2.28145
H: 0.15615 1.37918 -0.41740
H: 0.01824 -1.67753 -2.18601
H: -1.19133 -0.41598 -2.51241
H: 1.02555 0.11008 -3.70478
H: -0.40077 -0.89334 1.33375
N: -0.33295 -0.40823 -0.60166
O: -0.66317 0.88076 -0.22770
O: 1.41606 1.12311 -2.00363
F: -0.55140 1.78898 1.97105
S: 0.02403 -2.94581 0.13977
Cl: -1.10698 0.42580 4.09023

Here are the natural (NBO) charges for atoms 1 to 2, given in e: atom 1 (C): 0.05, atom 2 (C): -0.37

---

The following is a DFT calculation (ωB97M-V with the def2-TZVPD basis set) of an isolated molecule of C5H4INO3 in a non-equilibrium geometry.

Properties
- ΔE to the lowest compared entry with this formula, charge and spin: 0.000 eV
- SMILES string: O=C(I)n1c(O)ccc1O
- Frontier orbital gap: 0.293 hartree

Cartesian coordinates (Å):
C: -0.96119 -0.65933 0.00147
C: -0.60828 0.73148 -0.07020
C: 0.10313 -1.44410 0.14506
C: 0.73688 0.79321 -0.00390
C: 2.56653 -1.02348 -0.10061
N: 1.33969 -0.50098 -0.03902
O: 2.73725 -2.20646 -0.07629
O: 0.26559 -2.72697 0.06473
O: 1.63453 1.83359 0.03174
I: 4.37770 0.14800 -0.00857
H: -1.97307 -1.07833 0.19826
H: -1.37681 1.46420 0.15873
H: 1.32364 -2.85744 0.00567
H: 1.06770 2.67119 -0.19700

Here are the natural (NBO) charges for atoms 1 to 2, given in e: atom 1 (C): -0.36, atom 2 (C): -0.36

---

The following is a DFT calculation (ωB97M-V with the def2-TZVPD basis set) of an isolated molecule of C6H11NO in a non-equilibrium geometry.

Properties
- ΔE to the lowest compared entry with this formula, charge and spin: 1.968 eV
- SMILES string: [H]/N=C(\C(=C)C)[C@H](C)O
- Frontier orbital gap: 0.377 hartree

Cartesian coordinates (Å):
C: 0.52840 1.31597 0.50497
C: -0.21439 2.33420 -0.32923
C: 0.86570 -1.98830 -0.21223
C: -0.29022 0.08059 0.83026
C: -0.23529 -0.97048 -0.24880
C: -1.39307 -1.19785 -0.91621
O: 1.65843 0.72938 -0.33403
N: -1.06009 0.01629 1.86063
H: 2.35736 0.39823 0.25844
H: 0.94261 1.75769 1.41413
H: -1.63609 -0.83280 1.79538
H: 0.42269 3.20015 -0.53331
H: -0.49283 1.92042 -1.30328
H: -1.13497 2.65586 0.17025
H: 1.59273 -1.76766 -0.99879
H: 1.40472 -1.99038 0.73967
H: 0.49260 -2.99953 -0.40152
H: -2.26440 -0.56202 -0.79672
H: -1.54387 -2.09976 -1.49960

Here are the natural (NBO) charges for atoms 1 to 2, given in e: atom 1 (C): 0.04, atom 2 (C): -0.63

---

The following is a DFT calculation (ωB97M-V with the def2-TZVPD basis set) of the ion C5H12N3 with charge +1 in a non-equilibrium geometry.

Properties
- Net charge: +1
- ΔE to the lowest compared entry with this formula, charge and spin: 4.490 eV
- Frontier orbital gap: 0.350 hartree

Cartesian coordinates (Å):
C: 1.04897 1.28276 0.02074
C: -0.93018 -0.14185 -1.00341
C: -1.16805 0.87791 0.04643
C: -2.13134 -1.06357 -1.31446
C: 1.75259 -0.75960 1.41788
N: -0.12178 1.56539 0.61864
N: -0.16438 -0.86410 -0.04134
N: 1.11786 -0.35256 0.13849
H: 1.17372 1.45042 -1.06018
H: 1.85435 1.63134 0.59892
H: -0.30480 0.14538 -1.85139
H: -2.07794 1.07006 0.58602
H: -2.88985 -0.42807 -1.58650
H: -2.47341 -1.50825 -0.42613
H: -1.78344 -1.65660 -2.12787
H: 2.23374 -1.64686 1.26780
H: 2.46286 -0.04292 1.64402
H: 1.04601 -0.88959 2.17484
H: -0.32499 1.90949 1.55717
H: 1.68006 -0.57878 -0.65967

Here are the natural (NBO) charges for atoms 1 to 2, given in e: atom 1 (C): -0.07, atom 2 (C): -0.14

---

The following is a DFT calculation (ωB97M-V with the def2-TZVPD basis set) of a structure of composition C36H90N6Na5O16P in a non-equilibrium geometry.

Properties
- Net charge: +2
- Frontier orbital gap: 0.284 hartree

Cartesian coordinates (Å):
Na: -2.06064 0.25054 -1.46121
Na: -1.40727 -1.23440 2.06835
Na: 0.02339 2.59034 1.16771
Na: 2.50300 -0.41385 2.18202
Na: 0.70096 -2.57278 -1.20650
P: 0.35503 -0.06106 0.17517
O: 1.46866 0.92431 0.59692
O: -1.05603 0.46304 0.61309
O: 0.70267 -1.43572 0.80907
O: 0.27137 -0.23411 -1.36431
C: -3.39154 2.07693 -4.19959
O: -2.65466 1.03059 -3.61343
C: -1.38929 0.78913 -4.21519
C: -0.31447 1.83453 -3.90257
N: -0.28115 2.17432 -2.47080
C: 0.76929 3.16120 -2.20355
C: 0.43313 4.53236 -2.68561
O: 1.42250 5.41138 -2.23558
C: 1.15223 6.76572 -2.52687
H: -3.78335 1.79647 -5.18395
H: -2.80392 2.99521 -4.27381
H: -4.26546 2.29709 -3.58550
H: -1.48250 0.62140 -5.29316
H: -1.08938 -0.18258 -3.79884
H: -0.56911 2.69520 -4.52182
H: 0.64427 1.40504 -4.21806
H: 0.02530 1.31542 -1.99042
H: 1.78681 2.81994 -2.43553
H: 0.75989 3.28492 -1.11397
H: -0.54427 4.79353 -2.23096
H: 0.20956 4.60058 -3.75924
H: 0.50239 7.22509 -1.77145
H: 0.65633 6.88058 -3.49775
H: 2.09017 7.31261 -2.58808
C: -4.88936 3.18513 3.91110
O: -3.50150 3.39156 3.73356
C: -2.68030 2.45965 4.41635
C: -2.65721 1.12180 3.67167
N: -1.97213 0.01316 4.32844
C: -2.50098 -0.34930 5.64982
C: -1.96875 -1.66886 6.14739
O: -2.72894 -2.71795 5.59679
C: -2.31672 -3.98517 6.06639
H: -5.14871 2.81398 4.90847
H: -5.31018 2.48680 3.17490
H: -5.39052 4.14229 3.77407
H: -2.99292 2.37675 5.46072
H: -1.68943 2.92533 4.37746
H: -2.25926 1.31207 2.67070
H: -3.69664 0.80844 3.51628
H: -0.97985 0.20459 4.43282
H: -3.58547 -0.46951 5.58139
H: -2.28488 0.42689 6.38954
H: -2.00526 -1.68355 7.24484
H: -0.91029 -1.80798 5.85754
H: -1.25890 -4.17372 5.84373
H: -2.92403 -4.72318 5.54600
H: -2.48402 -4.07681 7.14370
C: 7.24169 -1.46607 0.01816
O: 5.88715 -0.97272 -0.00403
C: 5.28664 -1.04626 -1.28283
C: 3.89682 -0.50998 -1.12065
N: 2.95166 -0.85833 -2.18170
C: 3.27311 -0.24489 -3.46289
C: 2.39661 -0.84483 -4.55678
O: 2.37173 0.02408 -5.64777
C: 1.81548 -0.57001 -6.79128
H: 7.25924 -2.41021 0.56027
H: 7.81476 -0.72018 0.56468
H: 7.63366 -1.58163 -0.98966
H: 5.29873 -2.08673 -1.63611
H: 5.82946 -0.41931 -2.00013
H: 3.96648 0.57906 -0.95739
H: 3.43631 -0.85401 -0.18659
H: 2.05022 -0.49304 -1.88166
H: 4.30924 -0.44799 -3.73749
H: 3.10273 0.84108 -3.52809
H: 1.37785 -0.98246 -4.14486
H: 2.72155 -1.85483 -4.84101
H: 0.79354 -0.92304 -6.59709
H: 2.44910 -1.36781 -7.19185
H: 1.74100 0.19066 -7.57040
C: -0.81934 -4.36270 2.94188
O: -1.87561 -3.45743 2.71884
C: -2.99830 -4.04536 2.09609
C: -4.13162 -3.04195 2.11320
N: -3.79453 -1.81454 1.34759
C: -4.98928 -0.96534 1.23332
C: -4.71788 0.31302 0.47294
O: -4.51057 0.19285 -0.93208
C: -5.46634 -0.57190 -1.65277
H: -1.14604 -5.16743 3.61036
H: -0.00305 -3.83656 3.43323
H: -0.46965 -4.79849 1.99956
H: -3.30902 -4.95093 2.62343
H: -2.72867 -4.28543 1.05600
H: -4.37320 -2.75291 3.13440
H: -4.96692 -3.55871 1.61930
H: -3.60780 -2.16446 0.40638
H: -5.35244 -0.74147 2.23619
H: -5.80048 -1.49653 0.71565
H: -3.80062 0.76637 0.86437
H: -5.49802 1.06096 0.66675
H: -6.48123 -0.22197 -1.44333
H: -5.41899 -1.63081 -1.37873
H: -5.22554 -0.45019 -2.70386
C: 0.05199 -3.62461 -4.56604
O: 0.96781 -3.61081 -3.47481
C: 1.74268 -4.80894 -3.44982
C: 2.72036 -4.72838 -2.30135
N: 2.01904 -4.57410 -1.00977
C: 3.02614 -4.36692 0.03500
C: 2.53396 -4.61269 1.43127
O: 2.25225 -5.98681 1.54507
C: 2.03293 -6.43215 2.85833
H: 0.59906 -3.56333 -5.50914
H: -0.60477 -2.76446 -4.45478
H: -0.54634 -4.53906 -4.52388
H: 2.32174 -4.82277 -4.38025
H: 1.08035 -5.67701 -3.36937
H: 3.41562 -3.90573 -2.46470
H: 3.27643 -5.67616 -2.32298
H: 1.59124 -5.48235 -0.84196
H: 3.48316 -3.38078 -0.07842
H: 3.84078 -5.09814 -0.09549
H: 1.66039 -3.98922 1.67080
H: 3.33430 -4.32136 2.12913
H: 2.23515 -7.49967 2.89465
H: 1.02315 -6.21787 3.22041
H: 2.73373 -5.96461 3.56624
C: 5.55415 3.25520 0.24620
O: 4.54906 3.73955 1.11848
C: 3.33348 3.98353 0.45536
C: 2.40616 4.64979 1.46168
N: 1.12500 4.95953 0.83509
C: 0.17130 5.59673 1.72527
C: -1.21452 5.56538 1.14532
O: -1.74481 4.24824 1.15684
C: -3.06986 4.23460 0.67887
H: 5.81008 4.00255 -0.51315
H: 5.22169 2.34345 -0.26125
H: 6.43320 3.06662 0.85614
H: 2.87673 3.02202 0.18166
H: 3.44842 4.64228 -0.41357
H: 2.87996 5.54401 1.88540
H: 2.23629 3.92104 2.26458
H: 1.20956 5.33547 -0.10264
H: 0.47065 6.63932 1.90903
H: 0.18452 5.10929 2.70570
H: -1.16490 5.93414 0.10612
H: -1.90066 6.25972 1.64324
H: -3.67258 4.99469 1.18480
H: -3.48893 3.25568 0.90301
H: -3.11244 4.42106 -0.40013

Here are the Löwdin charges for atoms 1 to 2, given in e: atom 1 (Na): 0.42, atom 2 (Na): 0.35

---

no.,LUMO energy (eV),HOMO (Eh)
1,0.4,-0.32130
2,0.1,-0.29060
3,0.9,-0.34614
4,-3.6,-0.48197
5,-5.0,-0.46774